172
Properties=species:S:1:pos:R:3 method="wB97M-V/def2-TZVPD" de_lowest_kcal_mol=80.04 homo_energy_ev=-10.97 charge=+1 lumo_energy_ev=-2.55 largest_force_ha_per_bohr=0.05847 multiplicity=1
C 1.317 3.903 -1.443
C 0.912 3.202 -0.542
C 0.179 2.435 0.595
C -0.233 0.932 0.273
S 0.833 0.675 -1.264
C -1.807 1.011 -0.108
C -2.012 2.099 -1.262
C -3.241 2.050 -2.227
C -2.847 1.950 -3.776
Cl -4.017 3.035 -4.704
C -2.477 -0.305 -0.655
N -1.995 -0.780 -1.994
C -2.103 -2.277 -2.078
N -2.552 1.421 1.095
C -3.819 2.108 0.942
C -3.750 3.717 1.019
C -4.698 4.433 -0.020
O -5.182 5.658 0.553
C -2.220 0.834 2.387
C -2.399 1.851 3.557
C -1.357 3.010 3.783
C -2.088 4.423 4.002
P -3.731 -0.367 2.776
O -4.689 0.205 3.780
C -1.026 -0.228 2.411
C -0.681 -0.904 3.787
C -0.605 -0.136 5.147
N 0.125 -0.056 1.398
C 0.406 -1.390 0.693
C 0.458 -2.739 1.473
C -0.901 -3.562 1.599
F -0.768 -4.886 1.149
C 1.494 0.192 1.975
C 1.784 0.987 3.265
O 1.566 2.105 3.600
Br 2.842 0.039 4.705
H 1.765 4.297 -2.367
H -0.686 3.099 0.871
H 0.908 2.600 1.424
H 0.452 -0.493 -1.860
H -1.159 2.116 -1.997
H -1.948 3.150 -0.860
H -4.053 1.303 -2.078
H -3.766 3.046 -2.178
H -3.010 0.933 -4.201
H -1.838 2.370 -3.992
H -3.596 -0.139 -0.645
H -2.364 -1.232 -0.031
H -2.672 -0.506 -2.717
H -3.190 -2.589 -1.995
H -1.565 -2.805 -1.255
H -1.735 -2.632 -3.071
H -4.455 1.777 0.069
H -4.570 1.944 1.776
H -2.685 4.078 0.920
H -4.069 4.087 2.035
H -5.503 3.786 -0.443
H -4.043 4.739 -0.894
H -4.396 6.206 0.738
H -3.382 2.401 3.486
H -2.565 1.384 4.570
H -0.788 2.860 4.745
H -0.600 3.193 2.993
H -3.088 4.294 4.486
H -2.175 4.944 3.009
H -1.446 5.016 4.698
H -3.283 -1.689 3.064
H -4.463 -0.485 1.541
H -1.548 -1.096 1.885
H 0.321 -1.426 3.760
H -1.377 -1.772 3.980
H -1.623 -0.161 5.632
H -0.226 0.912 5.127
H 0.056 -0.688 5.874
H 1.436 -1.379 0.241
H -0.281 -1.596 -0.156
H 1.040 -3.462 0.815
H 1.067 -2.772 2.414
H -1.139 -3.592 2.703
H -1.722 -3.033 1.053
H 2.145 0.701 1.193
H 2.083 -0.754 2.138
C 6.917 2.781 -1.206
C 7.310 3.219 0.207
C 6.166 4.078 0.756
S 4.677 3.511 -0.062
O 4.176 4.573 -0.896
O 3.834 2.823 0.897
C 5.474 2.299 -1.105
H 7.575 1.998 -1.585
H 6.981 3.635 -1.887
H 7.442 2.335 0.839
H 8.252 3.768 0.211
H 6.053 3.958 1.833
H 6.303 5.131 0.510
H 4.968 2.249 -2.068
H 5.416 1.334 -0.598
C -2.265 -8.435 4.507
C -3.083 -7.636 3.487
C -3.175 -6.197 4.002
S -1.708 -5.924 4.992
O -2.107 -5.721 6.362
O -0.831 -4.997 4.303
C -1.049 -7.574 4.828
H -1.972 -9.410 4.115
H -2.858 -8.598 5.411
H -2.576 -7.648 2.529
H -4.072 -8.065 3.339
H -3.196 -5.477 3.183
H -4.045 -6.054 4.644
H -0.545 -7.865 5.749
H -0.341 -7.569 3.998
C -3.895 -9.107 -2.193
C -2.574 -8.349 -2.369
C -2.084 -7.952 -0.975
S -2.737 -9.178 0.154
O -3.678 -8.531 1.043
O -1.656 -9.994 0.653
C -3.652 -10.106 -1.068
H -4.201 -9.607 -3.112
H -4.686 -8.408 -1.908
H -1.839 -9.004 -2.844
H -2.693 -7.474 -3.008
H -0.995 -7.951 -0.916
H -2.474 -6.978 -0.675
H -4.571 -10.492 -0.629
H -3.020 -10.930 -1.401
C 10.504 8.016 0.340
C 10.183 8.795 -0.939
C 9.707 7.783 -1.986
S 8.977 6.425 -1.073
O 9.780 5.244 -1.281
O 7.547 6.423 -1.278
C 9.328 7.070 0.555
H 10.646 8.679 1.194
H 11.425 7.441 0.202
H 9.387 9.516 -0.735
H 11.048 9.354 -1.298
H 8.959 8.211 -2.651
H 10.539 7.387 -2.568
H 9.552 6.252 1.238
H 8.444 7.613 0.896
C -6.382 7.953 -5.844
C -5.654 6.649 -5.502
C -4.244 6.742 -6.094
S -3.834 8.487 -6.140
O -3.709 8.893 -7.518
O -2.807 8.761 -5.165
C -5.401 9.073 -5.515
H -7.311 8.057 -5.283
H -6.626 7.971 -6.910
H -5.591 6.542 -4.415
H -6.185 5.777 -5.887
H -3.513 6.217 -5.480
H -4.212 6.361 -7.115
H -5.656 10.021 -5.986
H -5.301 9.204 -4.437
C 4.233 -8.117 -2.124
C 3.888 -7.412 -0.809
C 2.727 -6.454 -1.092
S 1.820 -7.160 -2.467
O 1.938 -6.277 -3.600
O 0.537 -7.636 -1.998
C 2.901 -8.558 -2.719
H 4.901 -8.964 -1.967
H 4.730 -7.415 -2.800
H 3.579 -8.155 -0.068
H 4.747 -6.879 -0.399
H 2.063 -6.358 -0.234
H 3.085 -5.470 -1.396
H 2.960 -8.793 -3.781
H 2.485 -9.404 -2.169

=====

188
Properties=species:S:1:pos:R:3 method="wB97M-V/def2-TZVPD" de_lowest_kcal_mol=0.00 homo_energy_ev=-8.57 charge=0 lumo_energy_ev=0.43 largest_force_ha_per_bohr=0.06726 multiplicity=1
C 3.153 -1.395 6.375
C 3.686 -1.666 4.944
C 2.378 -1.953 4.103
C 2.617 -2.455 2.770
N 2.747 -2.984 1.764
H 2.590 -2.292 6.758
H 2.504 -0.597 6.310
H 3.960 -1.210 7.056
H 4.369 -2.574 4.935
H 4.210 -0.838 4.503
H 1.762 -0.999 3.954
H 1.772 -2.686 4.638
C -4.226 -0.399 1.479
C -5.339 0.562 1.007
C -6.226 0.128 -0.184
C -6.967 -1.076 0.164
N -7.584 -1.997 0.548
H -3.510 -0.636 0.728
H -4.741 -1.326 1.763
H -3.643 0.047 2.279
H -4.938 1.484 0.700
H -6.029 0.820 1.806
H -5.540 0.005 -0.942
H -6.972 0.851 -0.476
C -3.596 -0.999 4.860
C -2.196 -0.659 4.437
C -1.208 -0.856 5.640
C -1.301 0.081 6.740
N -1.470 0.787 7.609
H -3.626 -2.107 4.931
H -4.457 -0.623 4.234
H -3.750 -0.533 5.803
H -2.202 0.391 4.180
H -1.791 -1.234 3.627
H -0.191 -0.827 5.261
H -1.262 -1.825 6.101
C 0.365 -5.152 -0.897
C 1.554 -4.634 -1.613
C 1.179 -3.633 -2.658
C 0.366 -4.159 -3.756
N -0.296 -4.538 -4.613
H 0.578 -5.956 -0.176
H -0.346 -5.490 -1.660
H -0.102 -4.352 -0.360
H 2.179 -5.439 -2.042
H 2.247 -4.112 -0.971
H 2.088 -3.271 -3.129
H 0.762 -2.729 -2.225
C 0.163 4.741 2.706
C -0.456 4.595 4.091
C -0.884 3.171 4.281
C 0.092 2.111 4.008
N 0.729 1.149 3.935
H 0.400 5.745 2.518
H -0.525 4.429 1.917
H 1.164 4.241 2.646
H -1.371 5.190 4.219
H 0.220 4.925 4.861
H -1.667 3.009 3.516
H -1.465 2.927 5.151
C 0.000 -0.925 1.015
C 0.671 -0.208 -0.161
C 0.329 1.295 -0.287
C -0.928 1.616 0.426
N -1.843 1.894 1.085
H 0.311 -0.547 1.969
H 0.353 -1.931 0.982
H -1.066 -0.899 0.989
H 0.350 -0.699 -1.114
H 1.732 -0.265 -0.079
H 0.088 1.586 -1.289
H 1.129 1.922 0.101
O 1.565 7.235 -4.864
P 0.968 5.919 -4.730
N 0.768 5.562 -3.087
C 0.505 4.258 -2.629
C 1.008 6.569 -2.005
N 1.638 4.563 -5.384
C 2.873 3.977 -4.952
C 1.524 4.370 -6.803
N -0.526 5.964 -5.401
C -1.049 7.073 -6.162
C -1.278 4.754 -5.545
H -0.509 4.077 -2.388
H 0.985 4.101 -1.687
H 0.821 3.574 -3.415
H 0.166 6.606 -1.331
H 1.364 7.406 -2.639
H 1.959 6.291 -1.463
H 2.997 3.964 -3.854
H 2.973 2.921 -5.326
H 3.777 4.527 -5.375
H 0.563 4.769 -7.123
H 2.372 4.993 -7.273
H 1.797 3.361 -7.131
H -0.490 8.006 -6.005
H -1.089 6.901 -7.267
H -2.074 7.312 -5.793
H -0.837 4.049 -4.836
H -1.205 4.329 -6.545
H -2.328 4.859 -5.267
O -1.528 -3.758 4.489
P -1.697 -5.052 3.834
N -1.751 -4.861 2.190
C -2.400 -5.891 1.455
C -2.229 -3.515 1.861
N -2.991 -5.770 4.428
C -3.253 -7.200 4.428
C -4.071 -5.045 5.123
N -0.539 -6.203 4.062
C -0.289 -6.380 5.523
C 0.617 -6.328 3.209
H -1.975 -6.879 1.641
H -2.275 -5.683 0.372
H -3.473 -5.982 1.696
H -2.093 -3.292 0.797
H -1.655 -2.804 2.447
H -3.243 -3.265 2.032
H -4.283 -7.420 4.070
H -2.617 -7.678 3.656
H -2.992 -7.600 5.398
H -4.064 -5.263 6.219
H -3.829 -3.995 5.085
H -4.999 -5.287 4.639
H -0.069 -7.457 5.780
H 0.458 -5.720 5.919
H -1.157 -6.098 6.121
H 0.404 -6.306 2.128
H 1.045 -7.309 3.420
H 1.375 -5.551 3.442
O 3.014 2.165 1.328
P 4.468 2.401 1.209
N 5.155 0.989 0.759
C 4.654 -0.212 1.327
C 6.584 0.951 0.610
N 5.110 2.882 2.702
C 4.229 2.782 3.823
C 6.333 3.679 2.853
N 4.962 3.552 0.090
C 4.763 4.950 0.455
C 4.990 3.231 -1.341
H 4.608 -1.032 0.587
H 3.657 0.016 1.710
H 5.251 -0.540 2.221
H 7.083 1.141 1.581
H 6.986 1.778 -0.011
H 6.995 0.043 0.155
H 4.501 2.024 4.604
H 4.117 3.736 4.348
H 3.257 2.448 3.498
H 6.842 3.224 3.719
H 6.913 3.586 1.928
H 6.124 4.704 3.100
H 5.620 5.495 0.209
H 3.855 5.382 -0.095
H 4.534 5.040 1.512
H 4.113 3.673 -1.786
H 4.831 2.157 -1.362
H 5.903 3.542 -1.847
O -0.931 -0.973 -3.762
P -1.792 -0.963 -4.965
N -0.999 -0.767 -6.398
C -0.709 0.587 -6.777
C -0.021 -1.875 -6.654
N -2.917 0.186 -4.930
C -3.994 0.306 -5.876
C -2.745 1.359 -4.107
N -2.595 -2.394 -5.098
C -3.123 -2.873 -3.879
C -3.027 -3.003 -6.331
H -1.234 1.303 -6.161
H -0.992 0.864 -7.779
H 0.348 0.883 -6.660
H -0.482 -2.530 -7.320
H 0.253 -2.423 -5.751
H 0.881 -1.633 -7.222
H -3.889 -0.436 -6.699
H -4.989 0.206 -5.395
H -4.035 1.249 -6.418
H -3.760 1.713 -3.855
H -2.060 1.092 -3.265
H -2.381 2.212 -4.709
H -2.417 -2.532 -3.167
H -4.108 -2.565 -3.649
H -3.098 -3.944 -3.900
H -2.633 -4.053 -6.389
H -2.627 -2.435 -7.227
H -4.130 -3.057 -6.516

=====

46
Properties=species:S:1:pos:R:3 method="wB97M-V/def2-TZVPD" de_lowest_kcal_mol=64.87 homo_energy_ev=-8.99 charge=0 lumo_energy_ev=-0.56 largest_force_ha_per_bohr=0.02315 multiplicity=1
C 3.701 -0.738 3.320
C 3.083 -0.657 1.927
C 4.216 -0.600 0.903
C 2.178 0.562 1.810
C 1.318 0.671 0.517
C 0.135 -0.260 0.591
C -0.982 0.171 1.319
C -2.124 -0.607 1.487
C -2.134 -1.853 0.893
C -1.057 -2.309 0.149
C 0.089 -1.527 -0.025
S 1.397 -2.095 -1.089
C -1.390 -3.696 -0.340
O -0.818 -4.390 -1.119
N -2.574 -4.009 0.313
C -3.184 -2.909 0.908
O -4.315 -2.876 1.286
H 4.476 0.010 3.467
H 4.186 -1.709 3.420
H 2.951 -0.690 4.106
H 2.474 -1.551 1.803
H 4.860 0.233 1.178
H 4.826 -1.500 0.956
H 3.857 -0.466 -0.109
H 2.768 1.473 1.892
H 1.454 0.509 2.623
H 0.917 1.682 0.513
H 1.897 0.509 -0.382
H -0.940 1.145 1.787
H -2.977 -0.261 2.051
H 1.474 -3.340 -0.609
H -3.110 -4.826 0.061
C -3.769 2.419 -2.241
C -3.264 3.510 -2.936
C -1.901 3.624 -3.158
C -1.065 2.634 -2.678
C -1.548 1.541 -1.981
C -2.911 1.438 -1.762
N 0.383 2.739 -2.921
O 0.789 3.714 -3.519
O 1.085 1.840 -2.500
H -4.835 2.332 -2.074
H -3.934 4.274 -3.308
H -1.501 4.470 -3.697
H -0.876 0.780 -1.615
H -3.304 0.588 -1.218

=====

68
Properties=species:S:1:pos:R:3 method="wB97M-V/def2-TZVPD" homo_energy_ev="-7.75 / -7.76" charge=0 lumo_energy_ev="-0.58 / -0.58" largest_force_ha_per_bohr=0.07345 multiplicity=4
Er 3.382 -16.607 -5.630
C 6.753 -16.691 -6.092
N 5.841 -17.613 -5.353
C 5.905 -19.029 -5.827
C 6.065 -17.672 -3.863
C 5.786 -16.313 -3.258
C 6.714 -15.534 -2.563
C 6.372 -14.227 -2.240
C 5.062 -13.780 -2.486
C 4.112 -14.588 -3.122
C 4.516 -15.819 -3.650
H 7.752 -16.689 -5.559
H 6.384 -15.698 -5.954
H 6.750 -16.890 -7.173
H 6.844 -19.513 -5.587
H 5.789 -19.069 -6.919
H 5.035 -19.646 -5.510
H 7.062 -18.091 -3.600
H 5.283 -18.366 -3.505
H 7.713 -15.890 -2.472
H 7.007 -13.443 -1.856
H 4.713 -12.818 -2.107
H 3.102 -14.208 -3.159
C -1.493 -12.436 -5.872
C -1.118 -13.866 -6.315
C -0.990 -14.822 -5.190
C -2.265 -15.122 -4.595
C -2.369 -16.033 -3.569
C -1.274 -16.668 -3.006
C -0.029 -16.483 -3.638
C 1.133 -17.204 -3.023
C 0.694 -18.455 -2.208
C 0.165 -15.563 -4.772
N 1.433 -15.276 -5.227
C 1.726 -14.127 -5.844
C 2.750 -13.997 -6.796
C 2.854 -12.975 -7.772
C 3.766 -13.457 -8.723
C 4.195 -14.728 -8.335
N 3.558 -15.077 -7.129
H -0.651 -11.789 -5.960
H -1.975 -12.519 -4.857
H -2.227 -11.963 -6.579
H -0.221 -13.935 -6.959
H -1.949 -14.326 -6.874
H -3.117 -14.470 -4.910
H -3.379 -16.313 -3.164
H -1.272 -17.257 -2.087
H 1.634 -16.421 -2.428
H 1.840 -17.546 -3.780
H 0.012 -18.201 -1.397
H 1.492 -19.133 -1.897
H 0.026 -19.093 -2.822
H 1.390 -13.231 -5.410
H 2.219 -12.125 -7.725
H 4.074 -12.875 -9.574
H 5.053 -15.263 -8.654
C 1.188 -20.882 -7.436
C 1.567 -19.838 -8.328
C 2.328 -18.715 -7.896
C 2.626 -18.574 -6.573
C 2.230 -19.629 -5.702
C 1.581 -20.791 -6.087
H 0.814 -21.868 -7.778
H 1.311 -20.032 -9.362
H 2.759 -18.109 -8.701
H 2.487 -19.631 -4.587
H 1.309 -21.605 -5.315

=====

Taking the records one at a time from the top gives total energy values of -9478.462590; -4549.387265; -1544.633685; -2342.794772 Ha.
Taking the records one at a time from the top gives molecular weight values of 1355.10; 1131.46; 372.45; 603.88 g/mol.